--- w ---
The following is a quantum chemistry calculation of an isolated molecule of C3H3FN2O, from the Open Molecules 2025 dataset.

Last column: Mulliken charge in e.
CARTESIAN COORDINATES (ANGSTROEM)
N (0.5989, 1.2548, 2.0246)  -0.544
C (0.1835, 0.4103, 0.9684)  0.505
C (0.5987, -0.8813, 0.7827)  -0.337
O (0.3722, -1.1743, -0.5801)  -0.282
C (-0.3735, -0.1412, -0.9470)  0.455
F (-0.8123, -0.2635, -2.2224)  -0.218
N (-0.5795, 0.8287, -0.1289)  -0.485
H (0.9615, 0.7357, 2.8262)  0.270
H (-0.2458, 1.7996, 2.3482)  0.286
H (1.0293, -1.6799, 1.3745)  0.350

Computed properties:
SMILES   Nc1coc(F)n1
E_LUMO   0.031 Ha
Orbital gap   0.352 hartree
E_HOMO   -8.75 eV

=====

--- x ---
The following is a quantum chemistry calculation of a structure of composition C3H3FN2O, from the Open Molecules 2025 dataset.

Last column: Mulliken charge in e.
CARTESIAN COORDINATES (ANGSTROEM)
C (0.1495, -0.8790, -0.5093)  -0.231
C (1.0053, 0.1111, -0.9637)  -0.270
C (-0.2574, 0.7983, 0.5622)  0.338
N (-0.6324, -0.3993, 0.5264)  -0.402
N (-0.5814, 2.0410, 2.5603)  -0.193
O (0.7814, 1.1979, -0.1449)  -0.265
F (0.3432, 1.3965, 3.3532)  -0.114
H (-0.0347, -1.8309, -0.9968)  0.356
H (1.7498, 0.0093, -1.5657)  0.498
H (-1.4659, 1.4958, 2.5436)  0.283

Computed properties:
E_LUMO (spin up / spin down)   -0.038 / -0.026 Ha
Orbital gap (spin up / spin down)   0.321 / 0.336 hartree
E_HOMO (spin up / spin down)   -9.80 / -9.85 eV

=====

Which of them is most stable, and which least? Most stable: w; least stable: x.

=====

--- w ---
The following is a quantum chemistry calculation of a cluster of 2 separate species, CH6NPS in total, from the Open Molecules 2025 dataset.

Last column: Mulliken charge in e.
CARTESIAN COORDINATES (ANGSTROEM)
N (-1.5636, -1.1249, -2.8927)  -0.390
P (-1.3726, -0.0267, -1.9001)  0.343
S (-2.9358, 1.4174, -1.3950)  -0.292
H (-0.6708, 0.0784, -0.5341)  0.121
H (-3.8993, 0.6863, -2.1437)  0.218
C (2.0856, -0.1735, 1.7988)  -1.110
H (1.4069, 0.6153, 1.9446)  0.250
H (1.6076, -0.8810, 1.2319)  0.282
H (2.3969, -0.6209, 2.6853)  0.291
H (2.9451, 0.0296, 1.2049)  0.287

Computed properties:
SMILES   N#[PH]S.C
E_LUMO   -0.045 Ha
Orbital gap   0.314 hartree
E_HOMO   -9.77 eV

=====

--- x ---
The following is a quantum chemistry calculation of a cluster of 2 separate species, CH6NPS in total, from the Open Molecules 2025 dataset.

Last column: Mulliken charge in e.
CARTESIAN COORDINATES (ANGSTROEM)
C (2.2351, -0.3475, 0.0933)  -1.090
N (-2.0700, -0.3934, -0.6105)  -0.621
P (-1.2430, -0.0787, 0.8468)  0.130
S (0.1149, 1.3944, 0.7405)  -0.199
H (2.8413, 0.2493, 0.7065)  0.390
H (2.3453, 0.0199, -0.8820)  0.349
H (1.6714, -1.2596, 0.1313)  0.428
H (-2.2650, 0.4977, -1.1767)  0.287
H (-1.5072, -0.8166, -1.3190)  0.278
H (-2.1227, 0.7346, 1.4699)  0.048

Computed properties:
E_LUMO (spin up / spin down)   -0.056 / -0.011 Ha
Orbital gap (spin up / spin down)   0.249 / 0.300 hartree
E_HOMO (spin up / spin down)   -8.30 / -8.46 eV

=====

--- y ---
The following is a quantum chemistry calculation of a cluster of 2 separate species, CH6NPS in total, from the Open Molecules 2025 dataset.

Last column: Mulliken charge in e.
CARTESIAN COORDINATES (ANGSTROEM)
C (-0.0678, -0.9330, 0.1650)  -0.728
N (-2.1304, 0.5570, -0.2085)  -0.478
P (-0.6365, 0.7535, 0.1931)  0.145
S (3.5898, 0.3381, 0.0155)  -0.122
H (-0.3988, -1.3883, 1.0647)  0.271
H (-0.6887, -1.2807, -0.5501)  0.297
H (0.9983, -1.2705, 0.1213)  0.269
H (-2.9149, 1.1618, -0.0643)  0.223
H (-0.0803, 1.3858, -0.9083)  0.029
H (2.3292, 0.6764, 0.1716)  0.092

Computed properties:
E_LUMO (spin up / spin down)   -0.041 / -0.099 Ha
Orbital gap (spin up / spin down)   0.302 / 0.213 hartree
E_HOMO (spin up / spin down)   -9.33 / -8.47 eV

=====

Which of them is most stable, and which least? Most stable: x; least stable: y.

=====

--- w ---
The following is a quantum chemistry calculation of a cluster of 2 separate species, C5H11N4 in total, from the Open Molecules 2025 dataset.

Last column: Mulliken charge in e.
CARTESIAN COORDINATES (ANGSTROEM)
C (1.8080, -0.8471, 0.0203)  -0.472
C (2.5359, -0.3896, -1.1137)  -0.531
C (2.4749, 1.2661, 0.4121)  -0.570
C (1.7222, 0.2712, 0.9694)  -0.650
C (-1.5713, -0.6876, -0.0482)  0.147
N (2.9298, 0.9017, -0.8260)  -0.034
N (-1.0738, 0.4285, 0.2574)  -0.090
N (-2.8444, -0.9697, -0.1128)  0.111
N (-3.6258, 0.2074, 0.1621)  -0.669
H (1.3226, -1.8140, 0.0508)  0.647
H (2.8824, -0.9570, -1.9066)  0.455
H (2.7970, 2.1872, 0.7550)  0.496
H (1.5232, 0.1184, 2.0147)  0.520
H (3.6551, 1.3150, -1.4031)  0.255
H (-1.8213, 1.1091, 0.0891)  0.329
H (-0.1135, 0.4656, 0.5732)  0.161
H (-3.4444, -1.7416, -0.4198)  0.249
H (-0.8432, -1.5516, -0.1837)  0.142
H (-4.4280, 0.2687, -0.4589)  0.248
H (-3.8855, 0.4192, 1.1685)  0.257

Computed properties:
E_LUMO   -0.100 Ha
Orbital gap   0.336 hartree
Total charge   +1
E_HOMO   -11.87 eV

=====

--- x ---
The following is a quantum chemistry calculation of a cluster of 2 separate species, C5H11N4 in total, from the Open Molecules 2025 dataset.

Last column: Mulliken charge in e.
CARTESIAN COORDINATES (ANGSTROEM)
C (-2.2787, -0.1563, 0.3322)  -0.070
C (-0.3292, 0.1130, -0.3750)  -0.114
C (-0.3027, 2.5527, -0.4573)  -0.708
C (-1.0186, -2.2841, 0.0017)  -0.764
C (2.5404, -0.4359, 0.6411)  -0.564
N (-2.1353, 1.1410, 0.3191)  -0.881
N (-0.9671, 1.2825, -0.1585)  0.743
N (-1.1956, -0.8843, -0.0399)  0.169
N (2.0774, 0.3766, -0.4896)  -0.255
H (-3.2054, -0.6080, 0.5923)  0.433
H (0.8411, 2.3294, -0.5637)  0.301
H (-0.7584, 3.0304, -1.3347)  0.313
H (-0.5746, 3.2897, 0.4005)  0.277
H (-0.3551, -2.4916, 0.8570)  0.322
H (-1.9716, -2.8572, 0.1640)  0.284
H (-0.5546, -2.5430, -0.9029)  0.343
H (2.0363, -1.3939, 0.5891)  0.288
H (3.5736, -0.5514, 0.2029)  0.336
H (2.6197, 0.1102, 1.6023)  0.276
H (1.9584, -0.0199, -1.3806)  0.269

Computed properties:
E_LUMO (spin up / spin down)   -0.227 / -0.227 Ha
Orbital gap (spin up / spin down)   0.297 / 0.297 hartree
Total charge   +1
E_HOMO (spin up / spin down)   -14.27 / -14.27 eV

=====

--- y ---
The following is a quantum chemistry calculation of a structure of composition C5H11N4, from the Open Molecules 2025 dataset.

Last column: Mulliken charge in e.
CARTESIAN COORDINATES (ANGSTROEM)
C (0.2919, 0.0271, 0.9144)  0.840
C (-0.4916, 0.2770, -0.2802)  0.263
C (0.2514, 0.7832, 2.1802)  -1.152
C (-1.3717, 1.3878, -0.4764)  -1.372
C (-0.8632, -0.7626, -2.5162)  -0.719
N (0.8483, -1.4282, -1.0355)  -0.687
N (1.1099, -0.9779, 0.7536)  0.187
N (-0.1641, -0.6529, -1.2688)  0.717
N (2.1928, -1.2544, 1.4429)  -0.651
H (1.0900, 0.4364, 2.8068)  0.405
H (0.3591, 1.8572, 1.9495)  0.372
H (-0.6569, 0.5704, 2.7135)  0.302
H (-1.2489, 1.8689, -1.5152)  0.319
H (-2.4035, 0.9524, -0.5700)  0.339
H (-1.3770, 2.2902, 0.2502)  0.302
H (-1.9827, -0.8334, -2.3162)  0.295
H (-0.6933, 0.1553, -3.0447)  0.354
H (-0.4565, -1.7575, -2.8477)  0.325
H (2.5776, -2.2911, 1.5410)  0.317
H (2.9883, -0.6476, 1.3188)  0.245

Computed properties:
E_LUMO (spin up / spin down)   -0.156 / -0.155 Ha
Orbital gap (spin up / spin down)   0.318 / 0.318 hartree
Total charge   +1
E_HOMO (spin up / spin down)   -12.89 / -12.89 eV

=====

--- z ---
The following is a quantum chemistry calculation of the ion C5H11N4 with charge +1, from the Open Molecules 2025 dataset.

Last column: Mulliken charge in e.
CARTESIAN COORDINATES (ANGSTROEM)
C (0.4717, 0.6560, -0.6329)  -0.561
C (1.4767, -0.3727, -0.4342)  0.985
C (2.6173, 0.2067, -0.0476)  -0.445
C (-2.3569, -1.0644, 0.6866)  -0.887
C (-1.7466, 1.4871, -0.4491)  -0.985
N (-1.0323, -0.7155, 0.2817)  -0.750
N (-0.7798, 0.4111, -0.2371)  0.640
N (1.2937, -1.6473, -0.7918)  -0.319
N (3.4276, 0.5404, 0.8704)  -0.270
H (0.7500, 1.6579, -0.8920)  0.437
H (-3.0000, -1.2599, -0.1802)  0.368
H (-2.2697, -1.9880, 1.2585)  0.314
H (-2.8357, -0.3051, 1.3138)  0.336
H (-2.7635, 1.1043, -0.4067)  0.415
H (-1.6220, 2.2527, 0.3186)  0.339
H (-1.5768, 1.9368, -1.4264)  0.377
H (1.9798, -2.3510, -0.5734)  0.218
H (0.4089, -1.9349, -1.1701)  0.241
H (4.2320, 1.1285, 0.6629)  0.285
H (3.3256, 0.2571, 1.8489)  0.264

Computed properties:
E_LUMO (spin up / spin down)   -0.146 / -0.146 Ha
Orbital gap (spin up / spin down)   0.280 / 0.280 hartree
Total charge   +1
E_HOMO (spin up / spin down)   -11.58 / -11.58 eV

=====

Which of them is most stable, and which least? Most stable: w; least stable: x.

=====

--- w ---
The following is a quantum chemistry calculation of a cluster of 2 separate species, C5H11N4 in total, from the Open Molecules 2025 dataset.

Last column: Mulliken charge in e.
CARTESIAN COORDINATES (ANGSTROEM)
C (3.0855, -0.1645, 0.9038)  -0.743
C (3.2072, -0.2152, -0.4692)  -0.028
C (1.6640, 0.0500, 1.0376)  -0.358
C (-1.6969, -1.5305, 0.0174)  -0.674
C (-1.4212, 0.8760, -0.5234)  0.296
N (2.0245, -0.0744, -1.0559)  -0.286
N (1.0795, 0.1075, -0.1671)  0.061
N (-1.5202, 2.1720, -0.1623)  -0.409
N (-1.5138, -0.1293, 0.3199)  -0.254
H (3.9163, -0.3575, 1.5559)  0.366
H (4.0571, -0.2613, -1.1363)  0.404
H (1.0800, -0.0764, 1.9106)  0.397
H (-1.1854, -2.1060, 0.8319)  0.296
H (-2.7650, -1.9305, -0.0203)  0.297
H (-1.1922, -1.6520, -1.0377)  0.251
H (-1.3760, 0.7053, -1.5702)  0.425
H (-1.1283, 2.9423, -0.7696)  0.275
H (-1.9395, 2.3628, 0.8050)  0.260
H (1.8792, -0.1214, -2.0672)  0.204
H (-1.5040, 0.2275, 1.2527)  0.220

Computed properties:
E_LUMO   -0.118 Ha
Orbital gap   0.349 hartree
Total charge   +1
E_HOMO   -12.70 eV

=====

--- x ---
The following is a quantum chemistry calculation of the ion C5H11N4 with charge +1, from the Open Molecules 2025 dataset.

Last column: Mulliken charge in e.
CARTESIAN COORDINATES (ANGSTROEM)
H (-0.2084, 3.0243, -0.9137)  0.248
N (-0.0785, 2.0711, -1.1158)  -0.598
N (0.6130, 1.4779, -0.2733)  0.050
C (0.9067, 0.0731, -0.3332)  0.012
N (1.8801, -0.2107, 0.7000)  -0.145
N (3.3170, 0.2626, 0.4282)  -0.052
C (4.2546, 0.4394, -0.2253)  0.025
C (-0.4984, -0.6911, 0.1982)  -0.242
C (-0.9182, 0.0434, 1.4691)  -1.321
C (-1.4847, -0.5203, -0.9718)  -1.067
H (0.9927, -0.4805, -1.3574)  0.482
H (1.7360, 0.2346, 1.5704)  0.298
H (5.1748, 0.8362, -0.6464)  0.455
H (-0.1378, -1.6623, 0.2415)  0.499
H (-1.8083, -0.4440, 1.7347)  0.429
H (-1.1329, 1.1432, 1.0880)  0.354
H (-0.2740, -0.0962, 2.2021)  0.464
H (-1.4312, 0.4641, -1.1691)  0.389
H (-1.1922, -1.2043, -1.8789)  0.334
H (-2.4060, -0.8240, -0.5234)  0.386

Computed properties:
SMILES   [H]/N=N/[C@@H](N[N+]#C)C(C)C
E_LUMO   -0.194 Ha
Orbital gap   0.278 hartree
Total charge   +1
E_HOMO   -12.84 eV

=====

--- y ---
The following is a quantum chemistry calculation of a cluster of 2 separate species, C5H11N4 in total, from the Open Molecules 2025 dataset.

Last column: Mulliken charge in e.
CARTESIAN COORDINATES (ANGSTROEM)
C (2.6412, -0.6120, -0.4216)  -0.839
C (2.6142, 0.5307, 0.4632)  -0.233
C (1.3656, -1.0146, -0.4712)  -0.098
C (-1.5245, -1.3550, 0.2519)  -1.462
C (-0.6993, -0.1682, 0.6316)  1.046
N (1.4158, 0.8303, 0.7958)  -1.097
N (0.6288, -0.1442, 0.3154)  0.817
N (-1.2707, 1.1693, -1.2170)  -0.739
N (-1.1467, 0.7245, 1.4999)  -0.312
H (3.3968, -1.1430, -0.7266)  0.525
H (3.4035, 1.1511, 0.7132)  0.503
H (1.0885, -1.8910, -1.0648)  0.375
H (-1.7661, -1.0397, -0.7859)  0.376
H (-1.0356, -2.2437, 0.3680)  0.361
H (-2.4533, -1.3270, 0.7567)  0.406
H (-1.4352, 0.8064, -2.1885)  0.282
H (-2.2062, 1.4013, -1.0296)  0.266
H (-0.6024, 1.8803, -1.5008)  0.248
H (-0.3384, 1.3997, 1.9013)  0.319
H (-2.0760, 1.0447, 1.7090)  0.258

Computed properties:
E_LUMO   -0.149 Ha
Orbital gap   0.366 hartree
Total charge   +1
E_HOMO   -14.00 eV

=====

Which of them is most stable, and which least? Most stable: w; least stable: x.